1.
Molecular formula: C18H27BrNO4P2Zn
Method: DFT, the ωB97M-V functional and the def2-TZVPD basis

Last column: Löwdin charge in e.
Positions of all 54 atoms, in Å:
Zn -0.01393 -0.01151 0.37618  0.466
P 1.90704 -1.23833 -0.38621  0.895
C 2.99126 0.14296 -1.02346  -0.255
C 2.17428 1.33909 -1.39518  -0.295
N 1.01718 1.53525 -0.71529  0.035
C 0.38845 2.72737 -0.78744  -0.298
C 0.82416 3.73392 -1.64785  -0.003
C 2.00128 3.53330 -2.37625  -0.013
C 2.68338 2.32737 -2.24043  0.003
C -0.86315 2.92565 0.06776  -0.260
P -0.82869 1.83118 1.55306  0.869
H 3.62577 2.14451 -2.75397  0.128
H 0.23633 4.64714 -1.71033  0.125
H 2.35926 4.31507 -3.04086  0.122
H -0.92773 3.96734 0.40398  0.099
H -1.76287 2.68564 -0.52934  0.114
H 3.65948 0.50942 -0.26248  0.049
H 3.58337 -0.24084 -1.87173  0.113
H 4.02479 0.83661 2.02996  0.012
O 4.50978 1.29140 1.31144  -0.081
H 5.41351 0.90919 1.37247  0.077
H 1.96470 -0.13742 2.39223  -0.006
O 2.43748 0.26344 3.13883  -0.064
H 1.96957 1.13148 3.29988  0.052
C 0.05795 2.86854 2.76084  -0.250
H -0.45600 3.83958 2.84021  0.061
H 0.04951 2.37227 3.75027  0.061
H 1.10265 3.03940 2.44994  0.056
C -2.58650 1.83627 2.09260  -0.219
H -2.65251 1.25325 3.02098  0.060
H -2.91089 2.86412 2.25845  0.055
H -3.20360 1.35533 1.32242  0.057
C 1.32336 -2.18423 -1.86036  -0.231
H 2.13994 -2.62910 -2.43028  0.057
H 0.66623 -2.98914 -1.51919  0.055
H 0.71931 -1.56029 -2.51932  0.022
C 3.07475 -2.35898 0.43799  -0.243
H 2.53293 -3.27677 0.70966  0.061
H 3.91786 -2.63182 -0.20904  0.063
H 3.46936 -1.91446 1.36187  0.043
Br -2.35026 -1.68542 -3.19692  0.829
C -3.29338 -2.54734 -1.77914  -0.545
C -4.25905 -3.47007 -2.17992  -0.124
C -4.97989 -4.19194 -1.21094  -0.058
C -4.76314 -4.00568 0.15719  -0.061
C -3.79352 -3.09362 0.57211  -0.013
C -3.07019 -2.37233 -0.37614  -0.165
C -2.01279 -1.46990 0.08486  -0.606
O -1.54322 -1.47454 1.27329  -0.065
O -1.51424 -0.68442 -0.81439  -0.230
H -4.45232 -3.65827 -3.23462  0.100
H -5.71815 -4.91657 -1.52271  0.107
H -5.31182 -4.55907 0.92853  0.114
H -3.55706 -2.92402 1.62681  0.126

Properties
HOMO energy = -11.2 eV
Charge = +1
E = -6093.76705 Ha
Spin multiplicity = 1
LUMO = -2.712 eV

***

2.
Molecular formula: C5H11N2O
Method: DFT, the ωB97M-V functional and the def2-TZVPD basis

Last column: Löwdin charge in e.
Positions of all 19 atoms, in Å:
C -1.25769 -0.25269 1.99894  -0.273
O -1.60410 0.80395 2.75821  0.025
C -0.33015 0.14006 0.78138  -0.438
C -0.04813 -0.78925 -0.39339  -0.160
C 0.98041 0.14258 -1.26296  -0.289
C 1.20441 -0.82039 -2.69173  -0.128
N 2.17020 -0.79357 -1.67729  -0.025
N -0.74068 1.43910 0.30172  0.035
H -0.72010 -0.97086 2.65328  0.133
H -2.10442 -0.83516 1.48625  0.173
H 0.65269 0.17841 1.31256  0.143
H 0.20666 -1.84104 -0.01922  0.134
H -0.84330 -1.11841 -1.11424  0.101
H 0.22846 0.75979 -1.70856  0.111
H 1.40186 0.81456 -0.50169  0.126
H 0.40621 -1.61982 -2.84367  0.116
H 1.56561 -0.53114 -3.68758  0.086
H -1.35926 1.74538 1.09312  0.081
H 0.09851 1.94614 0.29958  0.051

Properties
HOMO energy (alpha / beta) = -7.5 / -7.5 eV
E = -381.54468 Ha
Energy relative to the best compared isomer or geometry (same formula, charge and spin) = 158.8 kcal/mol
Spin multiplicity = 2
LUMO (alpha / beta) = 0.271 / -2.150 eV

***

3.
Molecular formula: C2H4P2
Method: DFT, the ωB97M-V functional and the def2-TZVPD basis

Last column: Löwdin charge in e.
Positions of all 8 atoms, in Å:
C 0.63473 0.66908 -0.04555  -0.569
C -0.56115 -0.77275 0.13016  -0.580
P 1.73881 0.70164 -1.32972  0.633
P -1.79270 -0.59181 1.20195  0.700
H 0.49069 1.56048 0.58120  0.007
H -0.38605 -1.70600 -0.45430  0.008
H 2.51873 1.95761 -0.84035  -0.100
H -2.64307 -1.81824 0.75661  -0.099

Properties
HOMO energy (alpha / beta) = -6.8 / -10.0 eV
E = -761.05317 Ha
Energy relative to the best compared isomer or geometry (same formula, charge and spin) = 82.2 kcal/mol
Spin multiplicity = 3
LUMO (alpha / beta) = 0.173 / -2.690 eV

***

4.
Molecular formula: C20H42CuN3OP2
Method: DFT, the ωB97M-V functional and the def2-TZVPD basis

Last column: Löwdin charge in e.
Positions of all 69 atoms, in Å:
Cu 1.03042 0.73417 2.51453  0.114
P -0.22292 -2.22674 -2.42475  1.101
P 0.68670 2.37281 1.07589  0.931
N 1.03423 0.41491 -1.92100  -0.102
C 0.78694 -1.42011 -3.68268  -0.253
H 1.57840 -2.11340 -4.01113  0.108
H 0.13989 -1.21813 -4.55067  0.102
C 1.45007 -0.10020 -3.22360  -0.258
H 2.54093 -0.25212 -3.15331  0.126
H 1.29376 0.66737 -4.00410  0.118
C 1.16530 1.85743 -1.77726  -0.261
H 0.18279 2.32462 -1.97666  0.107
H 1.87127 2.19079 -2.55942  0.121
C 1.72754 2.37644 -0.43948  -0.300
H 2.02997 3.42600 -0.58994  0.090
H 2.63285 1.80553 -0.19296  0.078
C 1.31284 3.85364 2.01846  -0.553
C 2.72069 3.60212 2.56825  -0.123
H 3.45251 3.44986 1.76802  0.074
H 2.73999 2.72499 3.22814  0.052
H 3.03767 4.46821 3.16335  0.082
C -0.96880 2.86601 0.44054  -0.545
C -2.09316 2.51967 1.42513  -0.122
H -3.03955 2.93032 1.04744  0.083
H -1.91891 2.93291 2.42813  0.063
H -2.21620 1.43446 1.50944  0.054
C -1.65657 -3.17054 -2.98510  -0.520
C -2.37278 -3.88079 -1.82697  -0.095
H -3.36306 -4.21002 -2.16905  0.097
H -2.52731 -3.21318 -0.96835  0.078
H -1.84172 -4.77943 -1.48517  0.080
C 0.89570 -3.19130 -1.35398  -0.488
C 0.42664 -3.30774 0.09744  -0.097
H 1.13718 -3.95119 0.63553  0.101
H -0.57071 -3.76239 0.17554  0.064
H 0.41517 -2.33165 0.59698  0.043
C 2.29073 -0.20320 1.72244  -0.318
O 3.04080 -0.84174 1.10535  -0.025
C -1.01920 4.33056 -0.03321  -0.105
H -0.03738 4.78357 -0.21530  0.062
H -1.56863 4.37775 -0.98251  0.080
H -1.55568 4.96090 0.68857  0.080
C -1.33397 -4.09446 -4.15319  -0.092
H -2.27264 -4.51408 -4.52656  0.096
H -0.86513 -3.55181 -4.98057  0.080
H -0.67891 -4.92112 -3.86041  0.071
C 1.18734 -4.57394 -1.95096  -0.092
H 1.96080 -5.06266 -1.34222  0.099
H 0.29993 -5.22500 -1.93056  0.073
H 1.56845 -4.51874 -2.97992  0.083
C 0.34232 4.23381 3.14205  -0.112
H 0.07881 3.36388 3.76231  0.060
H 0.81862 4.97092 3.80379  0.085
H -0.58115 4.68792 2.76522  0.062
H 1.35901 4.66840 1.28049  0.092
H 1.83075 -2.60296 -1.35355  0.127
H -1.09713 2.21599 -0.43867  0.076
H -2.33588 -2.37929 -3.34362  0.126
H 0.06213 0.07615 -1.68368  0.048
H -0.82955 -1.15912 -1.73044  0.062
N -1.30888 -0.92929 3.07904  0.006
C -2.25757 -1.24270 3.98518  -0.085
C -2.02685 -0.43415 5.09080  -0.058
C -0.90875 0.35913 4.78371  -0.109
N -0.46302 0.03856 3.55252  -0.084
H -1.19838 -1.33021 2.15093  0.130
H -2.99152 -2.01557 3.79844  0.119
H -2.57793 -0.41107 6.00911  0.095
H -0.42932 1.12026 5.38816  0.117

Properties
HOMO energy (alpha / beta) = -6.5 / -9.9 eV
Charge = +1
E = -3349.64690 Ha
Energy relative to the best compared isomer or geometry (same formula, charge and spin) = 0.0 kcal/mol
Spin multiplicity = 2
LUMO (alpha / beta) = -2.481 / -2.713 eV

***

5.
Molecular formula: C2H9N2S2
Method: DFT, the ωB97M-V functional and the def2-TZVPD basis

Last column: Löwdin charge in e.
Positions of all 15 atoms, in Å:
C -0.39932 0.47822 1.37340  -0.083
C 0.03461 0.80015 0.02156  -0.706
N -0.83895 1.66721 -0.52572  0.120
N -0.33102 -1.60316 -1.29580  -0.042
S 2.38794 -1.00954 0.21550  0.470
S 1.53019 0.49914 -0.78106  0.624
H 0.35699 -0.15114 1.95024  0.093
H -0.55821 1.31119 1.95307  0.064
H -1.47438 -0.02846 1.40609  0.166
H -1.54850 2.02750 0.14318  0.147
H -0.68392 2.25165 -1.41893  0.182
H -0.36661 -2.22215 -0.44415  0.053
H -1.32203 -1.49902 -1.52283  0.039
H 0.02837 -2.20804 -2.04316  0.048
H 3.18485 -0.31353 0.96861  -0.175

Properties
HOMO energy = -13.5 eV
Charge = +1
E = -987.21324 Ha
Energy relative to the best compared isomer or geometry (same formula, charge and spin) = 30.2 kcal/mol
Spin multiplicity = 1
LUMO = -4.570 eV

***

6.
Molecular formula: C16H27ClNO2
Method: DFT, the ωB97M-V functional and the def2-TZVPD basis

Last column: Löwdin charge in e.
Positions of all 47 atoms, in Å:
C -5.02199 1.42356 -0.00293  -0.077
H -5.09687 2.48780 -0.21096  0.084
H -4.98668 0.88694 -0.94582  0.074
H -5.92091 1.11643 0.52302  0.083
C -3.79565 1.12410 0.85337  -0.207
C -2.49860 1.60684 0.20047  -0.326
C -2.07610 0.73274 -0.96848  -0.011
H -1.17207 1.11663 -1.43150  0.078
H -1.89926 -0.29192 -0.64925  0.100
H -2.85782 0.72341 -1.72101  0.092
H -2.62174 2.63866 -0.14262  0.158
N -1.39920 1.61180 1.21884  0.069
H -1.49178 0.77451 1.80552  0.183
C -1.35008 2.80697 2.08719  -0.095
H -2.32735 3.00482 2.52846  0.133
H -1.07186 3.66093 1.46640  0.137
C -0.31672 2.57023 3.20653  -0.174
H -0.73439 1.90692 3.96884  0.138
H -0.05973 3.52389 3.68109  0.141
O 0.81473 1.89776 2.72441  -0.145
C 1.71421 2.66180 1.92852  -0.147
H 1.22317 3.55248 1.52609  0.129
H 2.57253 2.97604 2.53157  0.142
C 2.19522 1.76914 0.78708  -0.118
H 2.86764 2.33090 0.13098  0.142
H 2.72821 0.90879 1.19703  0.141
O 1.06801 1.32081 0.02886  -0.138
C 1.08919 -0.05022 -0.29147  -0.251
C 0.92032 -0.97685 0.72814  -0.021
C 0.88227 -2.32087 0.42217  -0.089
C 1.00650 -2.72866 -0.89884  -0.594
C 1.18498 -1.80932 -1.93215  -0.231
C 1.23193 -0.44460 -1.61830  -0.164
C 1.43254 0.57147 -2.69831  -0.017
H 2.37679 0.39380 -3.20969  0.096
H 0.64083 0.50454 -3.44285  0.091
H 1.44478 1.57681 -2.28677  0.080
C 1.33566 -2.24080 -3.35377  -0.046
H 1.25414 -3.31836 -3.44401  0.044
H 2.30574 -1.93316 -3.74103  0.096
H 0.56975 -1.78023 -3.97570  0.092
Cl 0.93654 -4.42637 -1.21867  0.735
H 0.75839 -3.05575 1.20063  0.109
H 0.84393 -0.64237 1.75308  0.119
H -0.44601 1.52379 0.74511  0.130
H -3.92797 1.61705 1.81890  0.108
H -3.73244 0.04797 1.02831  0.125

Properties
SMILES = CC[C@H](C)[NH2+]CCOCCOc1ccc(Cl)c(C)c1C
HOMO energy = -11.6 eV
Charge = +1
E = -1291.07389 Ha
Energy relative to the best compared isomer or geometry (same formula, charge and spin) = 2.5 kcal/mol
Spin multiplicity = 1
LUMO = -2.221 eV

***

Copy entry 1 word for word.
Molecular formula: C18H27BrNO4P2Zn
Method: DFT, the ωB97M-V functional and the def2-TZVPD basis

Last column: Löwdin charge in e.
Positions of all 54 atoms, in Å:
Zn -0.01393 -0.01151 0.37618  0.466
P 1.90704 -1.23833 -0.38621  0.895
C 2.99126 0.14296 -1.02346  -0.255
C 2.17428 1.33909 -1.39518  -0.295
N 1.01718 1.53525 -0.71529  0.035
C 0.38845 2.72737 -0.78744  -0.298
C 0.82416 3.73392 -1.64785  -0.003
C 2.00128 3.53330 -2.37625  -0.013
C 2.68338 2.32737 -2.24043  0.003
C -0.86315 2.92565 0.06776  -0.260
P -0.82869 1.83118 1.55306  0.869
H 3.62577 2.14451 -2.75397  0.128
H 0.23633 4.64714 -1.71033  0.125
H 2.35926 4.31507 -3.04086  0.122
H -0.92773 3.96734 0.40398  0.099
H -1.76287 2.68564 -0.52934  0.114
H 3.65948 0.50942 -0.26248  0.049
H 3.58337 -0.24084 -1.87173  0.113
H 4.02479 0.83661 2.02996  0.012
O 4.50978 1.29140 1.31144  -0.081
H 5.41351 0.90919 1.37247  0.077
H 1.96470 -0.13742 2.39223  -0.006
O 2.43748 0.26344 3.13883  -0.064
H 1.96957 1.13148 3.29988  0.052
C 0.05795 2.86854 2.76084  -0.250
H -0.45600 3.83958 2.84021  0.061
H 0.04951 2.37227 3.75027  0.061
H 1.10265 3.03940 2.44994  0.056
C -2.58650 1.83627 2.09260  -0.219
H -2.65251 1.25325 3.02098  0.060
H -2.91089 2.86412 2.25845  0.055
H -3.20360 1.35533 1.32242  0.057
C 1.32336 -2.18423 -1.86036  -0.231
H 2.13994 -2.62910 -2.43028  0.057
H 0.66623 -2.98914 -1.51919  0.055
H 0.71931 -1.56029 -2.51932  0.022
C 3.07475 -2.35898 0.43799  -0.243
H 2.53293 -3.27677 0.70966  0.061
H 3.91786 -2.63182 -0.20904  0.063
H 3.46936 -1.91446 1.36187  0.043
Br -2.35026 -1.68542 -3.19692  0.829
C -3.29338 -2.54734 -1.77914  -0.545
C -4.25905 -3.47007 -2.17992  -0.124
C -4.97989 -4.19194 -1.21094  -0.058
C -4.76314 -4.00568 0.15719  -0.061
C -3.79352 -3.09362 0.57211  -0.013
C -3.07019 -2.37233 -0.37614  -0.165
C -2.01279 -1.46990 0.08486  -0.606
O -1.54322 -1.47454 1.27329  -0.065
O -1.51424 -0.68442 -0.81439  -0.230
H -4.45232 -3.65827 -3.23462  0.100
H -5.71815 -4.91657 -1.52271  0.107
H -5.31182 -4.55907 0.92853  0.114
H -3.55706 -2.92402 1.62681  0.126

Properties
HOMO energy = -11.2 eV
Charge = +1
E = -6093.76705 Ha
Spin multiplicity = 1
LUMO = -2.712 eV

***

What did the third record say?
Molecular formula: C2H4P2
Method: DFT, the ωB97M-V functional and the def2-TZVPD basis

Last column: Löwdin charge in e.
Positions of all 8 atoms, in Å:
C 0.63473 0.66908 -0.04555  -0.569
C -0.56115 -0.77275 0.13016  -0.580
P 1.73881 0.70164 -1.32972  0.633
P -1.79270 -0.59181 1.20195  0.700
H 0.49069 1.56048 0.58120  0.007
H -0.38605 -1.70600 -0.45430  0.008
H 2.51873 1.95761 -0.84035  -0.100
H -2.64307 -1.81824 0.75661  -0.099

Properties
HOMO energy (alpha / beta) = -6.8 / -10.0 eV
E = -761.05317 Ha
Energy relative to the best compared isomer or geometry (same formula, charge and spin) = 82.2 kcal/mol
Spin multiplicity = 3
LUMO (alpha / beta) = 0.173 / -2.690 eV

***

- What is the formula in the second record?
  C5H11N2O